C45H95N5O5 | ωB97M-V with the def2-TZVPD basis set

Last columns: bonded neighbours and bond lengths (Å).
Atoms and positions in Å:
1 C -9.997 8.981 -15.721  C2 1.634, H12 1.090, H13 1.090, H14 1.090
2 C -9.463 9.403 -14.236  C1 1.634, C3 1.556, C4 1.545, N10 1.501
3 C -9.683 10.936 -14.088  C2 1.556, H15 1.090, H16 1.090, H17 1.090
4 C -10.435 8.741 -13.234  C2 1.545, C5 1.536, H18 1.090, H19 1.090
5 C -10.098 7.296 -12.842  C4 1.536, C6 1.593, H20 1.090, H21 1.090
6 C -8.548 7.133 -12.507  C5 1.593, C7 1.554, H22 1.090, H23 1.090
7 C -7.626 7.749 -13.595  C6 1.554, C8 1.548, C9 1.570, N10 1.465
8 C -6.179 7.796 -13.048  C7 1.548, H24 1.090, H25 1.090, H26 1.090
9 C -7.640 7.001 -14.975  C7 1.570, H27 1.090, H28 1.090, H29 1.090
10 N -8.042 9.134 -13.832  C2 1.501, C7 1.465, O11 1.443
11 O -7.194 9.824 -14.773  N10 1.443, H30 0.960
12 H -10.710 9.672 -16.170  C1 1.090
13 H -9.332 8.910 -16.582  C1 1.090
14 H -10.537 8.046 -15.569  C1 1.090
15 H -9.132 11.371 -14.922  C3 1.090
16 H -10.716 11.232 -14.269  C3 1.090
17 H -9.539 11.321 -13.079  C3 1.090
18 H -10.667 9.471 -12.458  C4 1.090
19 H -11.453 8.714 -13.624  C4 1.090
20 H -10.736 6.957 -12.026  C5 1.090
21 H -10.401 6.622 -13.644  C5 1.090
22 H -8.186 6.106 -12.545  C6 1.090
23 H -8.449 7.550 -11.505  C6 1.090
24 H -5.931 6.832 -12.605  C8 1.090
25 H -6.090 8.624 -12.344  C8 1.090
26 H -5.554 7.946 -13.927  C8 1.090
27 H -8.689 6.875 -15.241  C9 1.090
28 H -7.344 5.953 -14.912  C9 1.090
29 H -7.147 7.544 -15.781  C9 1.090
30 H -6.512 10.203 -14.214  O11 0.960
31 C 2.917 4.738 -8.214  C32 1.595, H42 1.090, H43 1.090, H44 1.090
32 C 2.963 3.860 -6.883  C31 1.595, C33 1.496, C34 1.624, N40 1.531
33 C 3.894 2.707 -7.095  C32 1.496, H45 1.090, H46 1.090, H47 1.090
34 C 3.704 4.766 -5.757  C32 1.624, C35 1.529, H48 1.090, H49 1.090
35 C 2.797 5.889 -5.254  C34 1.529, C36 1.579, H50 1.090, H51 1.090
36 C 1.441 5.291 -4.708  C35 1.579, C37 1.579, H52 1.090, H53 1.090
37 C 0.730 4.357 -5.764  C36 1.579, C38 1.502, C39 1.609, N40 1.473
38 C -0.197 3.482 -4.969  C37 1.502, H54 1.090, H55 1.090, H56 1.090
39 C -0.133 5.167 -6.855  C37 1.609, H57 1.090, H58 1.090, H59 1.090
40 N 1.620 3.346 -6.360  C32 1.531, C37 1.473, O41 1.383
41 O 0.988 2.442 -7.194  N40 1.383, H60 0.960
42 H 2.230 4.336 -8.958  C31 1.090
43 H 2.511 5.722 -7.977  C31 1.090
44 H 3.880 4.932 -8.688  C31 1.090
45 H 3.521 1.968 -7.803  C33 1.090
46 H 4.873 3.091 -7.384  C33 1.090
47 H 4.018 2.214 -6.131  C33 1.090
48 H 4.002 4.077 -4.967  C34 1.090
49 H 4.639 5.164 -6.153  C34 1.090
50 H 3.323 6.246 -4.369  C35 1.090
51 H 2.511 6.682 -5.945  C35 1.090
52 H 0.658 6.024 -4.513  C36 1.090
53 H 1.570 4.843 -3.722  C36 1.090
54 H 0.481 2.934 -4.315  C38 1.090
55 H -0.637 2.726 -5.618  C38 1.090
56 H -1.057 3.952 -4.492  C38 1.090
57 H -0.622 4.432 -7.494  C39 1.090
58 H 0.635 5.774 -7.333  C39 1.090
59 H -0.979 5.660 -6.375  C39 1.090
60 H 0.771 1.750 -6.566  O41 0.960
61 C -16.207 13.048 -5.055  C62 1.541, H72 1.090, H73 1.090, H74 1.090
62 C -16.283 13.514 -3.588  C61 1.541, C63 1.534, C64 1.629, N70 1.509
63 C -15.051 12.813 -3.003  C62 1.534, H75 1.090, H76 1.090, H77 1.090
64 C -15.933 15.105 -3.591  C62 1.629, C65 1.576, H78 1.090, H79 1.090
65 C -17.240 15.962 -3.796  C64 1.576, C66 1.522, H80 1.090, H81 1.090
66 C -18.103 15.564 -2.607  C65 1.522, C67 1.552, H82 1.090, H83 1.090
67 C -18.616 14.100 -2.666  C66 1.552, C68 1.481, C69 1.561, N70 1.478
68 C -19.421 13.872 -1.444  C67 1.481, H84 1.090, H85 1.090, H86 1.090
69 C -19.589 13.950 -3.877  C67 1.561, H87 1.090, H88 1.090, H89 1.090
70 N -17.480 13.157 -2.740  C62 1.509, C67 1.478, O71 1.352
71 O -17.854 11.860 -2.816  N70 1.352, H90 0.960
72 H -16.656 12.067 -5.209  C61 1.090
73 H -16.770 13.767 -5.650  C61 1.090
74 H -15.232 12.862 -5.506  C61 1.090
75 H -15.062 12.502 -1.958  C63 1.090
76 H -14.835 11.804 -3.354  C63 1.090
77 H -14.157 13.411 -3.177  C63 1.090
78 H -15.443 15.391 -2.660  C64 1.090
79 H -15.281 15.434 -4.400  C64 1.090
80 H -17.120 17.045 -3.753  C65 1.090
81 H -17.704 15.782 -4.766  C65 1.090
82 H -18.739 16.330 -2.164  C66 1.090
83 H -17.318 15.650 -1.855  C66 1.090
84 H -19.924 12.905 -1.470  C68 1.090
85 H -20.186 14.632 -1.287  C68 1.090
86 H -18.760 13.888 -0.577  C68 1.090
87 H -19.902 12.914 -4.009  C69 1.090
88 H -19.013 14.056 -4.797  C69 1.090
89 H -20.419 14.651 -3.801  C69 1.090
90 H -17.439 11.407 -2.079  O71 0.960
91 C 6.016 15.165 -13.098  C92 1.576, H102 1.090, H103 1.090, H104 1.090
92 C 5.006 14.006 -12.752  C91 1.576, C93 1.586, C94 1.566, N100 1.484
93 C 5.551 12.536 -12.994  C92 1.586, H105 1.090, H106 1.090, H107 1.090
94 C 4.987 14.115 -11.189  C92 1.566, C95 1.493, H108 1.090, H109 1.090
95 C 3.796 13.482 -10.550  C94 1.493, C96 1.621, H110 1.090, H111 1.090
96 C 2.409 13.723 -11.354  C95 1.621, C97 1.585, H112 1.090, H113 1.090
97 C 2.560 13.612 -12.928  C96 1.585, C98 1.547, C99 1.562, N100 1.424
98 C 2.414 12.132 -13.353  C97 1.547, H114 1.090, H115 1.090, H116 1.090
99 C 1.321 14.385 -13.481  C97 1.562, H117 1.090, H118 1.090, H119 1.090
100 N 3.708 14.305 -13.407  C92 1.484, C97 1.424, O101 1.375
101 O 3.740 14.498 -14.768  N100 1.375, H120 0.960
102 H 6.929 15.267 -12.511  C91 1.090
103 H 6.387 15.140 -14.123  C91 1.090
104 H 5.564 16.145 -12.945  C91 1.090
105 H 6.619 12.429 -13.183  C93 1.090
106 H 5.332 11.821 -12.201  C93 1.090
107 H 5.176 12.188 -13.956  C93 1.090
108 H 5.899 13.635 -10.833  C94 1.090
109 H 5.069 15.159 -10.885  C94 1.090
110 H 3.913 12.403 -10.446  C95 1.090
111 H 3.585 13.958 -9.593  C95 1.090
112 H 1.990 14.721 -11.221  C96 1.090
113 H 1.613 13.068 -11.000  C96 1.090
114 H 2.922 11.917 -14.293  C98 1.090
115 H 1.355 11.874 -13.358  C98 1.090
116 H 3.028 11.565 -12.653  C98 1.090
117 H 1.413 15.470 -13.531  C99 1.090
118 H 0.364 14.208 -12.989  C99 1.090
119 H 1.156 14.135 -14.529  C99 1.090
120 H 4.138 15.369 -14.841  O101 0.960
121 C -5.986 -3.937 -10.138  C122 1.588, H132 1.090, H133 1.090, H134 1.090
122 C -6.921 -2.668 -10.335  C121 1.588, C123 1.563, C124 1.581, N130 1.501
123 C -6.064 -1.568 -11.040  C122 1.563, H135 1.090, H136 1.090, H137 1.090
124 C -8.116 -3.172 -11.240  C122 1.581, C125 1.575, H138 1.090, H139 1.090
125 C -9.370 -2.222 -11.304  C124 1.575, C126 1.552, H140 1.090, H141 1.090
126 C -9.927 -2.242 -9.856  C125 1.552, C127 1.525, H142 1.090, H143 1.090
127 C -8.904 -1.950 -8.762  C126 1.525, C128 1.587, C129 1.496, N130 1.458
128 C -8.953 -0.390 -8.474  C127 1.587, H144 1.090, H145 1.090, H146 1.090
129 C -9.325 -2.694 -7.534  C127 1.496, H147 1.090, H148 1.090, H149 1.090
130 N -7.515 -2.324 -9.000  C122 1.501, C127 1.458, O131 1.440
131 O -6.497 -1.925 -8.062  N130 1.440, H150 0.960
132 H -5.056 -3.726 -9.610  C121 1.090
133 H -6.608 -4.624 -9.565  C121 1.090
134 H -5.683 -4.487 -11.029  C121 1.090
135 H -5.114 -1.353 -10.549  C123 1.090
136 H -5.796 -1.640 -12.094  C123 1.090
137 H -6.849 -0.814 -10.997  C123 1.090
138 H -7.882 -3.359 -12.288  C124 1.090
139 H -8.447 -4.130 -10.838  C124 1.090
140 H -9.068 -1.246 -11.684  C125 1.090
141 H -10.022 -2.723 -12.020  C125 1.090
142 H -10.191 -3.293 -9.741  C126 1.090
143 H -10.812 -1.613 -9.759  C126 1.090
144 H -8.261 -0.105 -7.681  C128 1.090
145 H -9.960 -0.195 -8.103  C128 1.090
146 H -8.721 0.238 -9.334  C128 1.090
147 H -10.388 -2.901 -7.414  C129 1.090
148 H -8.878 -2.219 -6.660  C129 1.090
149 H -8.874 -3.681 -7.435  C129 1.090
150 H -6.543 -0.967 -8.099  O131 0.960

Results
- Energy above the lowest of the compared OMol25 structures with the same formula, charge and spin: 587.6 kJ/mol
- Molar mass: 786.3 Da
- Kohn-Sham gap: 8.6148 eV
- HOMO: -7.9863 eV
- Calculated total energy: -2421.1223 Ha
- Structure (SMILES): CC1(C)CCCC(C)(C)N1O.CC1(C)CCCC(C)(C)N1O.CC1(C)CCCC(C)(C)N1O.CC1(C)CCCC(C)(C)N1O.CC1(C)CCCC(C)(C)N1O

Atomic partial charges in e from the Mulliken method, atoms 1 to 4: C -1.55; C 1.48; C -1.95; C -1.40